*A*
C2H3N3O2 | wB97M-V/def2-TZVPD

The geometry in XYZ format:
```
10
Properties=species:S:1:pos:R:3
C 1.36 0.85 0.03
C -0.22 -0.70 -0.24
H -1.91 0.71 1.08
H 1.66 1.92 0.15
H -1.55 -2.28 0.41
N 0.02 0.69 -0.53
N 2.07 -0.21 -0.14
N -1.38 -1.22 -0.21
O -1.12 1.39 -0.27
O 1.07 -1.15 -0.28
```

Results
Highest occupied orbital energy ... -9.84 eV
Frontier orbital gap ... 8.430 eV


*B*
C2H3N3O2 | wB97M-V/def2-TZVPD

The geometry in XYZ format:
```
10
Properties=species:S:1:pos:R:3
C 0.22 0.29 0.07
C 0.10 -0.40 -1.24
H -0.07 -1.80 1.75
H -0.51 0.79 1.81
H -0.49 -1.39 -1.32
N -0.06 -0.08 1.28
N 0.57 0.45 -2.16
N 0.39 1.57 -0.21
O -0.67 -1.16 1.54
O 0.51 1.74 -1.51
```

Results
Structure (SMILES) ... ONc1cnon1
Highest occupied orbital energy ... -8.89 eV
Frontier orbital gap ... 9.309 eV


*C*
C2H3N3O2 | wB97M-V/def2-TZVPD

The geometry in XYZ format:
```
10
Properties=species:S:1:pos:R:3
C -0.73 -0.82 0.16
C 0.61 0.97 0.01
H -2.01 -1.43 1.39
H 0.50 -1.87 -0.67
H 1.06 0.43 -1.73
N -1.59 -1.60 0.47
N 0.10 -0.97 -0.98
N 1.11 0.00 -0.81
O 0.93 2.09 0.41
O -0.46 0.41 0.74
```

Results
Structure (SMILES) ... [H]/N=c1/[nH][nH]c(=O)o1
Highest occupied orbital energy ... -10.63 eV
Frontier orbital gap ... 11.190 eV


*D*
C2H3N3O2 | wB97M-V/def2-TZVPD

The geometry in XYZ format:
```
10
Properties=species:S:1:pos:R:3
C 0.56 1.08 0.09
C -1.18 -0.19 -0.04
H 2.51 -1.56 -0.31
H 1.01 2.08 0.22
H -3.06 -0.12 -0.26
N 1.13 -0.20 0.61
N -0.66 1.16 -0.10
N -2.23 -0.79 -0.20
O 2.00 -0.58 -0.56
O -0.07 -0.89 0.55
```

Results
Structure (SMILES) ... [H]/N=c1\ncn(O)o1
Highest occupied orbital energy ... -10.47 eV
Frontier orbital gap ... 10.279 eV


Relative energies with respect to the most stable structure, expressed in kJ/mol: *A* 693.2; *B* 458.4; *C* 0.0; *D* 348.9.


*A*
C5H14O | wB97M-V/def2-TZVPD

The geometry in XYZ format:
```
20
Properties=species:S:1:pos:R:3
C -0.73 0.74 2.15
C -0.51 -0.73 1.86
C 0.23 -0.91 0.54
C 0.14 -2.38 0.03
C 1.66 -0.40 0.43
H 0.19 1.33 2.18
H -1.27 1.17 1.31
H -1.19 1.05 3.08
H -0.03 -1.42 2.56
H -1.51 -1.12 1.64
H -0.28 -0.41 -0.29
H 0.51 -2.44 -0.99
H -0.87 -2.73 -0.01
H 0.81 -2.89 0.73
H 1.70 0.68 0.55
H 2.14 -0.77 -0.47
H 2.30 -0.82 1.21
H -1.65 4.46 -5.87
H -0.78 3.65 -4.85
O -0.87 3.92 -5.77
```

Results
Structure (SMILES) ... CCC(C)C.O
Highest occupied orbital energy ... -10.80 eV
Frontier orbital gap ... 11.713 eV


*B*
C5H14O | wB97M-V/def2-TZVPD

The geometry in XYZ format:
```
20
Properties=species:S:1:pos:R:3
C 0.60 -0.56 -1.38
C 0.43 0.83 -1.94
C -0.69 -1.19 -2.09
H 0.70 -0.73 -0.29
H 1.48 -0.93 -1.74
H 1.23 1.54 -1.64
H 0.52 0.64 -3.10
H -0.42 -1.36 -3.23
H -1.62 -0.53 -1.99
H -0.64 1.07 -1.91
H -0.95 -2.23 -1.67
C 0.59 0.56 2.24
C -0.72 -0.28 2.17
O 0.45 1.61 3.12
H 1.55 0.04 2.58
H 0.86 1.28 1.41
H -0.90 -0.31 1.01
H -0.50 1.61 3.27
H -1.48 0.23 2.78
H -0.46 -1.30 2.40
```

Results
Structure (SMILES) ... CCC.CCO
Highest occupied orbital energy ... -9.59 eV
Frontier orbital gap ... 10.548 eV


Relative energies with respect to the most stable structure, expressed in kJ/mol: *A* 0.0; *B* 220.3.


*A*
C5H14O | wB97M-V/def2-TZVPD

The geometry in XYZ format:
```
20
Properties=species:S:1:pos:R:3
C -0.80 0.75 -0.51
C -2.10 1.21 -1.15
C 0.25 0.70 -1.61
O -0.36 1.81 0.30
H -0.70 -0.12 0.19
H -2.82 0.39 -1.39
H 0.57 1.79 -1.94
H 1.07 0.10 -1.16
H -0.03 0.27 -2.54
H 0.52 1.63 0.50
H -1.92 1.64 -2.10
H -2.81 1.94 -0.71
C 1.20 -2.02 1.00
C 1.04 -0.91 2.02
H 0.49 -1.98 0.13
H 2.25 -2.02 0.57
H 0.91 -3.00 1.43
H 1.55 -1.38 2.89
H 1.62 -0.01 1.77
H 0.05 -0.76 2.31
```

Results
Structure (SMILES) ... CC(C)O.CC
Highest occupied orbital energy ... -10.01 eV
Frontier orbital gap ... 11.008 eV


*B*
C5H14O | wB97M-V/def2-TZVPD

The geometry in XYZ format:
```
20
Properties=species:S:1:pos:R:3
C -0.81 -0.45 2.03
C -1.54 -0.63 0.68
C -0.70 -0.85 -0.61
C 0.74 -1.28 -0.35
C -0.69 0.44 -1.49
H -0.70 -1.35 2.61
H 0.18 -0.02 1.81
H -1.23 0.40 2.55
H -2.43 -1.25 0.78
H -2.04 0.33 0.53
H -1.19 -1.57 -1.26
H 1.29 -0.46 0.10
H 1.23 -1.49 -1.29
H 0.78 -2.20 0.24
H -1.24 1.31 -1.15
H -1.02 0.18 -2.50
H 0.35 0.71 -1.73
H 2.28 2.09 0.60
H 1.76 1.83 -0.79
O 2.47 2.31 -0.33
```

Results
Structure (SMILES) ... CCC(C)C.O
Highest occupied orbital energy ... -11.02 eV
Frontier orbital gap ... 11.860 eV


*C*
C5H14O | wB97M-V/def2-TZVPD

The geometry in XYZ format:
```
20
Properties=species:S:1:pos:R:3
C 0.61 1.91 -0.29
C 2.02 1.70 0.21
C 2.19 1.53 1.71
H 0.03 2.70 0.21
H -0.01 1.01 -0.21
H 0.66 2.19 -1.33
H 2.67 2.55 -0.03
H 2.45 0.88 -0.38
H 3.26 1.45 1.92
H 1.83 2.37 2.30
H 1.75 0.64 2.15
C -1.90 -2.73 -0.98
O -0.53 -2.86 -0.59
C -2.53 -1.51 -0.30
H -2.00 -2.53 -2.04
H -2.38 -3.67 -0.75
H -0.08 -2.15 -1.06
H -1.98 -0.65 -0.69
H -3.57 -1.37 -0.62
H -2.50 -1.47 0.78
```

Results
Structure (SMILES) ... CCC.CCO
Highest occupied orbital energy ... -10.33 eV
Frontier orbital gap ... 11.170 eV


Relative energies with respect to the most stable structure, expressed in kJ/mol: *A* 86.5; *B* 8.4; *C* 0.0.


*A*
C5H9N2S | wB97M-V/def2-TZVPD

The geometry in XYZ format:
```
17
Properties=species:S:1:pos:R:3
C 1.64 -1.18 -0.21
C 2.93 -1.15 0.17
C -2.64 0.49 0.12
C -1.15 0.43 0.59
C -0.20 0.40 -0.62
N 2.06 1.03 -0.25
N 1.18 0.08 -0.36
S 3.50 0.43 0.19
H 0.84 -2.01 -0.30
H 3.32 -2.05 0.53
H -2.71 -0.49 -0.32
H -2.71 1.20 -0.63
H -3.31 0.76 0.93
H -0.90 1.24 1.28
H -0.96 -0.37 1.20
H -0.10 1.44 -0.90
H -0.80 -0.24 -1.41
```

Results
Total charge ... +1
Highest occupied orbital energy ... -15.52 eV
Frontier orbital gap ... 10.288 eV


*B*
C5H9N2S | wB97M-V/def2-TZVPD

The geometry in XYZ format:
```
17
Properties=species:S:1:pos:R:3
C -0.80 0.02 1.52
C -1.77 0.00 0.60
C -0.50 0.91 -1.30
C 0.63 0.37 -0.49
C 2.20 -1.41 -0.05
N 1.28 -0.65 -0.73
N -1.75 0.54 -0.61
S 0.64 1.16 1.31
H -0.76 -0.52 2.37
H -2.70 -0.46 0.88
H -0.37 1.94 -1.43
H -0.48 0.35 -2.19
H 2.76 -0.73 0.43
H 1.57 -1.98 0.59
H 2.72 -1.91 -0.85
H -2.59 0.30 -1.03
H -0.09 2.08 0.95
```

Results
Total charge ... +1
Highest occupied orbital energy ... -12.97 eV
Frontier orbital gap ... 9.220 eV


Relative energies with respect to the most stable structure, expressed in kJ/mol: *A* 0.0; *B* 142.6.


*A*
C12H28N4O4 | wB97M-V/def2-TZVPD

The geometry in XYZ format:
```
48
Properties=species:S:1:pos:R:3
C -4.00 0.63 0.24
O -4.70 0.14 1.13
N -3.97 0.18 -1.03
C -3.16 0.90 -2.00
C -5.00 -0.56 -1.76
H -3.44 1.58 0.23
H -2.68 0.14 -2.62
H -2.45 1.61 -1.58
H -3.85 1.47 -2.61
H -5.57 -1.15 -1.05
H -5.73 -0.01 -2.36
H -4.63 -1.23 -2.53
C -1.14 -1.70 4.86
O -0.94 -1.73 3.67
N -1.96 -0.77 5.57
C -2.04 -0.77 7.00
C -2.57 0.41 4.99
H -0.75 -2.52 5.49
H -2.98 -0.30 7.30
H -1.29 -0.07 7.37
H -2.02 -1.77 7.44
H -2.32 0.37 3.93
H -3.64 0.64 5.00
H -2.11 1.30 5.41
C 6.56 -0.80 -5.37
O 6.58 -1.90 -5.95
N 5.85 -0.58 -4.23
C 6.16 0.61 -3.53
C 4.61 -1.20 -3.84
H 7.16 0.08 -5.65
H 6.64 1.38 -4.13
H 6.81 0.50 -2.67
H 5.30 1.23 -3.26
H 3.83 -0.76 -3.22
H 4.24 -1.85 -4.63
H 4.82 -2.06 -3.22
C -0.07 2.15 -0.21
O 0.08 2.92 -1.21
N 0.26 0.89 -0.22
C 0.21 0.08 0.98
C 0.82 0.22 -1.41
H -0.47 2.51 0.75
H -0.48 -0.75 0.83
H -0.20 0.48 1.91
H 1.21 -0.13 1.36
H 1.04 0.92 -2.22
H 1.79 -0.16 -1.12
H 0.18 -0.57 -1.80
```

Results
Structure (SMILES) ... CN(C)C=O.CN(C)C=O.CN(C)C=O.CN(C)C=O
Highest occupied orbital energy ... -9.34 eV
Frontier orbital gap ... 9.841 eV


*B*
C12H28N4O4 | wB97M-V/def2-TZVPD

The geometry in XYZ format:
```
48
Properties=species:S:1:pos:R:3
C -0.23 -2.70 -2.37
O 0.26 -3.10 -1.33
N -1.04 -1.62 -2.47
C -1.55 -1.15 -3.75
C -1.47 -0.88 -1.28
H -0.04 -3.16 -3.35
H -1.16 -0.16 -3.98
H -2.64 -1.09 -3.67
H -1.31 -1.88 -4.51
H -2.43 -1.32 -0.98
H -0.77 -1.06 -0.47
H -1.58 0.16 -1.56
C 1.47 3.92 -0.28
O 0.64 3.68 -1.14
N 1.26 3.81 1.05
C 2.32 4.10 2.00
C 0.07 3.23 1.58
H 2.48 4.28 -0.53
H 3.11 4.66 1.49
H 2.71 3.17 2.43
H 1.96 4.71 2.82
H -0.57 2.90 0.75
H 0.31 2.35 2.18
H -0.56 3.88 2.19
C -1.47 -2.83 2.37
O -1.75 -4.00 2.43
N -2.38 -1.83 2.14
C -1.97 -0.44 2.16
C -3.68 -2.11 1.63
H -0.44 -2.45 2.45
H -1.08 -0.24 2.74
H -2.81 0.08 2.63
H -1.84 -0.03 1.15
H -3.92 -3.16 1.81
H -4.45 -1.53 2.13
H -3.74 -1.92 0.55
C 1.46 0.16 0.28
O 1.46 0.03 1.49
N 2.33 -0.39 -0.60
C 2.26 -0.05 -1.99
C 3.15 -1.53 -0.27
H 0.77 0.84 -0.24
H 1.86 -0.87 -2.60
H 3.25 0.25 -2.36
H 1.62 0.82 -2.14
H 4.21 -1.33 -0.45
H 3.03 -1.82 0.77
H 2.90 -2.38 -0.91
```

Results
Structure (SMILES) ... CN(C)C=O.CN(C)C=O.CN(C)C=O.CN(C)C=O
Highest occupied orbital energy ... -9.02 eV
Frontier orbital gap ... 9.643 eV


Relative energies with respect to the most stable structure, expressed in kJ/mol: *A* 250.2; *B* 0.0.


*A*
C4H10N2O | wB97M-V/def2-TZVPD

The geometry in XYZ format:
```
17
Properties=species:S:1:pos:R:3
C 1.80 -0.78 -0.11
C 1.01 2.04 0.13
N -1.16 -1.50 0.27
C -0.57 0.17 0.42
C 0.67 0.12 0.18
N -2.17 -1.63 -0.68
O -1.53 0.87 1.01
H -1.94 1.44 0.33
H -1.58 -1.62 1.20
H -1.93 -2.35 -1.35
H -2.35 -0.79 -1.23
H 2.61 -0.63 0.62
H 2.20 -0.59 -1.11
H 1.49 -1.82 -0.05
H 0.93 2.40 -0.89
H 0.47 2.65 0.85
H 2.06 2.02 0.42
```

Results
Highest occupied orbital energy ... -8.07 eV
Frontier orbital gap ... 8.664 eV


*B*
C4H10N2O | wB97M-V/def2-TZVPD

The geometry in XYZ format:
```
17
Properties=species:S:1:pos:R:3
C -1.06 -0.17 0.28
N -0.84 -1.63 0.41
C -0.07 -2.26 -0.54
O -0.20 -2.15 -1.73
C 0.19 0.67 0.55
C 1.07 0.76 -0.73
N -0.30 1.98 0.92
H -1.76 0.08 1.08
H -1.47 -0.10 -0.72
H -0.55 -1.90 1.34
H 0.64 -2.98 -0.09
H 0.85 0.24 1.30
H 2.14 0.90 -0.59
H 1.03 -0.09 -1.42
H 0.78 1.66 -1.27
H -0.94 2.33 0.22
H 0.47 2.64 0.97
```

Results
Structure (SMILES) ... C[C@@H](N)CNC=O
Highest occupied orbital energy ... -9.59 eV
Frontier orbital gap ... 10.519 eV


Relative energies with respect to the most stable structure, expressed in kJ/mol: *A* 455.8; *B* 0.0.